<i>
Below is a gas-phase ion, C4H14N3 (charge +1), with properties calculated with ωB97M-V with the def2-TZVPD basis set.

## Properties
LUMO = -2.6 eV
charge = +1
SMILES string = NCC[NH2+]CCN
gap between HOMO and LUMO = 11.39 eV

Last column: natural (NBO) charge in e.
CARTESIAN COORDINATES (ANGSTROEM)
N1 0.1722 -2.4595 1.2472  -0.8662
C1 -0.0515 -1.2347 2.0436  -0.2532
C2 0.6064 -0.0755 1.2176  -0.2243
N2 0.0540 -0.2275 -0.1627  -0.5412
C3 0.5323 0.2561 -1.4752  -0.2549
C4 -0.2578 1.5876 -1.9768  -0.2366
N3 -0.9339 2.2015 -0.8861  -0.8718
H1 -0.5173 -3.1441 1.5350  0.3829
H2 1.0341 -2.8715 1.5441  0.3765
H3 -1.1332 -1.1777 2.3355  0.2251
H4 0.5902 -1.3015 2.9103  0.2151
H5 0.3710 0.9700 1.6170  0.2483
H6 1.6736 -0.2788 1.1081  0.2254
H7 -0.2550 -1.1154 -0.3144  0.4453
H8 -0.9407 0.2179 -0.1798  0.4477
H9 0.3534 -0.6448 -2.1838  0.2330
H10 1.6321 0.5393 -1.5483  0.2386
H11 0.4954 2.1994 -2.5919  0.2152
H12 -0.9996 1.2299 -2.6826  0.2082
H13 -1.8620 2.4984 -1.2259  0.3938
H14 -0.4648 3.0757 -0.5676  0.3930

---

<ii>
Below is 2 unconnected molecules or ions with the total composition C4H14N3, with properties calculated with ωB97M-V with the def2-TZVPD basis set.

## Properties
LUMO = -3.1 eV
charge = +1
gap between HOMO and LUMO = 11.65 eV

Last column: natural (NBO) charge in e.
CARTESIAN COORDINATES (ANGSTROEM)
C1 -0.3782 -2.1877 -1.6066  -0.4371
C2 -1.0007 0.1030 -0.9735  0.6842
N1 -0.6575 -0.7763 -1.9068  -0.5444
N2 -0.9065 1.4129 -1.2378  -0.7856
N3 -1.4287 -0.3298 0.2035  -0.7566
H1 -0.6003 -0.4637 -2.8617  0.4238
H2 -1.1335 1.8203 -2.1320  0.4309
H3 -1.0177 2.0998 -0.5067  0.4205
H4 -1.7266 -1.2748 0.3737  0.4373
H5 -1.6439 0.3621 0.9025  0.4282
H6 -1.2297 -2.8350 -1.8120  0.2265
H7 0.0932 -2.2391 -0.6357  0.2271
H8 0.3768 -2.4824 -2.3188  0.2420
C3 0.7426 1.0414 2.2304  -0.6255
C4 1.9864 0.6387 1.4217  -0.6308
H9 0.9745 1.1968 3.2795  0.2351
H10 0.4444 2.0193 1.8297  0.1999
H11 -0.0113 0.2672 2.1762  0.1863
H12 2.2046 1.1818 0.4918  0.2067
H13 2.0230 -0.3947 1.0805  0.2004
H14 2.8893 0.8402 2.0020  0.2311

---

Which is most stable, and by how much? <ii>, by 132.0 kJ/mol.

---

<i>
Below is 2 unconnected molecules or ions with the total composition C2H5NO, with properties calculated with ωB97M-V with the def2-TZVPD basis set.

## Properties
LUMO = 0.7 eV
charge = 0
gap between HOMO and LUMO = 8.92 eV

Last column: natural (NBO) charge in e.
CARTESIAN COORDINATES (ANGSTROEM)
C1 -1.2592 -0.3148 1.3785  -0.2631
C2 0.6964 0.5981 0.2922  -0.0482
N1 -0.3543 0.3172 0.7976  -0.2961
O1 1.3624 -0.2190 -2.1878  -0.9382
H1 -1.1859 -0.2240 2.5267  0.1983
H2 -2.0882 -0.7989 0.8517  0.2076
H3 1.5427 -0.8386 -1.3674  0.4839
H4 0.9009 1.5299 -0.2072  0.1945
H5 0.3852 -0.0500 -2.0843  0.4613

---

<ii>
Below is 2 unconnected molecules or ions with the total composition C2H5NO, with properties calculated with ωB97M-V with the def2-TZVPD basis set.

## Properties
LUMO = 0.7 eV
charge = 0
SMILES string = N=C=O.C
gap between HOMO and LUMO = 11.95 eV

Last column: natural (NBO) charge in e.
CARTESIAN COORDINATES (ANGSTROEM)
N1 0.5090 1.5974 -0.9931  -0.7910
C1 -0.5997 1.6060 -0.4905  0.8732
O1 -1.6338 1.5013 0.0462  -0.5010
H1 0.8600 2.3309 -1.5857  0.4210
C2 0.1729 -1.4066 0.6048  -0.8620
H2 -0.8383 -1.0072 0.7231  0.2146
H3 0.1396 -2.2943 -0.0315  0.2125
H4 0.5745 -1.6720 1.5856  0.2126
H5 0.8158 -0.6555 0.1412  0.2202

---

Which is most stable, and by how much? <ii>, by 324.5 kJ/mol.

---

<i>
Below is CH5FSi in the gas phase, with properties calculated with ωB97M-V with the def2-TZVPD basis set.

## Properties
LUMO = 1.1 eV
charge = 0
SMILES string = FC[SiH3]
gap between HOMO and LUMO = 12.22 eV

Last column: natural (NBO) charge in e.
CARTESIAN COORDINATES (ANGSTROEM)
F1 -1.9488 -0.1541 -0.4968  -0.3713
C1 -0.8853 0.4483 0.2246  -0.3085
Si1 0.8315 -0.4022 -0.1741  0.8167
H1 -1.1708 0.4262 1.2212  0.1826
H2 -0.6928 1.5111 0.1193  0.1803
H3 1.8643 0.1706 0.5666  -0.1787
H4 1.1309 -0.2290 -1.6637  -0.1505
H5 0.8710 -1.7709 0.2029  -0.1705

---

<ii>
Below is CH5FSi in the gas phase, with properties calculated with ωB97M-V with the def2-TZVPD basis set.

## Properties
LUMO = 1.1 eV
charge = 0
SMILES string = FC[SiH3]
gap between HOMO and LUMO = 11.96 eV

Last column: natural (NBO) charge in e.
CARTESIAN COORDINATES (ANGSTROEM)
F1 1.6505 -0.8438 -0.5568  -0.3929
C1 0.8689 -0.0247 0.3413  -0.3112
Si1 -0.9651 -0.0092 -0.1989  0.8489
H1 1.1560 -0.3212 1.2369  0.1752
H2 1.2010 1.1995 0.2221  0.1643
H3 -1.6809 -0.8884 0.5834  -0.1798
H4 -0.9404 -0.5409 -1.5428  -0.1469
H5 -1.2901 1.4288 -0.0851  -0.1576

---

Which is most stable, and by how much? <i>, by 48.2 kJ/mol.

---

<i>
Below is a molecular structure, C7H12N3S, with properties calculated with ωB97M-V with the def2-TZVPD basis set.

## Properties
LUMO = -4.9 eV
charge = +1
gap between HOMO and LUMO = 7.47 eV

Last column: natural (NBO) charge in e.
CARTESIAN COORDINATES (ANGSTROEM)
C1 -0.3488 -0.0231 -0.0574  0.0831
C2 1.0839 -0.0910 0.1193  0.2255
C3 -0.5694 -2.2509 -0.7848  0.0522
C4 -0.9980 1.1151 0.2571  0.0385
C5 -3.4694 1.0651 -0.0053  -0.0354
C6 1.6397 -0.9825 1.1819  -0.7132
C7 3.0299 1.0197 -0.8576  -0.4432
N1 -1.1004 -1.1796 -0.3266  -0.4446
N2 1.6385 0.7728 -0.5785  -0.3535
N3 -2.2681 1.5243 0.3394  -0.5331
S1 -3.9090 -0.4958 -0.3425  0.0848
H1 0.3571 -2.4747 -1.2693  0.2290
H2 -1.2484 -3.1387 -0.6017  0.2112
H3 -0.4838 1.9450 0.7288  0.2356
H4 -4.2574 1.8367 0.2405  0.2447
H5 1.7817 -0.3261 2.0495  0.2554
H6 0.9003 -1.6257 1.5824  0.2247
H7 2.5226 -1.6139 1.0751  0.2581
H8 3.2957 0.8190 -1.8745  0.2279
H9 3.7929 0.4644 -0.3257  0.1826
H10 3.2107 1.9890 -0.7151  0.2176
H11 -2.3191 2.5674 0.3867  0.4284
H12 -2.2812 -0.9168 -0.2219  0.3238

---

<ii>
Below is 2 unconnected molecules or ions with the total composition C7H12N3S, with properties calculated with ωB97M-V with the def2-TZVPD basis set.

## Properties
LUMO = -4.8 eV
charge = +1
gap between HOMO and LUMO = 6.96 eV

Last column: natural (NBO) charge in e.
CARTESIAN COORDINATES (ANGSTROEM)
C1 -2.7782 0.5834 0.9559  -0.2736
C2 -3.3951 0.9082 -0.3108  -0.1806
C3 -1.2800 0.3423 1.0074  -0.2992
C4 -2.7845 0.4526 -1.4414  -0.1653
C5 -0.6120 0.6352 -0.2854  -0.1502
C6 -1.4536 -0.2572 -1.1939  -0.4022
C7 -2.2854 -0.7549 1.1913  -0.3106
N1 0.7843 0.3680 -0.6009  0.0729
N2 1.3991 -0.2738 0.2628  -0.3306
N3 4.1414 -0.6838 0.1399  -1.0743
S1 -1.9892 -1.7607 -0.3282  0.2533
H1 -3.3424 0.8580 1.8541  0.2652
H2 -4.2800 1.4699 -0.3003  0.2354
H3 -0.7043 0.7166 1.9036  0.2445
H4 -3.0850 0.5493 -2.3992  0.2250
H5 -0.7181 1.7985 -0.5300  0.2852
H6 -0.9007 -0.4878 -2.0699  0.2550
H7 -2.5050 -1.3990 2.0204  0.2730
H8 2.5830 -0.4397 0.2123  0.4506
H9 0.7995 -0.7379 0.9454  0.3885
H10 4.7469 -0.8689 1.0215  0.4235
H11 4.5371 0.0380 -0.4755  0.4087
H12 4.2794 -1.5929 -0.4313  0.4059

---

Which is most stable, and by how much? <i>, by 10.4 kJ/mol.

---

<i>
Below is a gas-phase ion, C4H11N2S (charge -1), with properties calculated with ωB97M-V with the def2-TZVPD basis set.

## Properties
LUMO = 3.4 eV
charge = -1
SMILES string = NCCNCC[S-]
gap between HOMO and LUMO = 5.67 eV

Last column: natural (NBO) charge in e.
CARTESIAN COORDINATES (ANGSTROEM)
N1 -0.8358 2.2820 -0.6299  -0.8687
C1 -1.4795 0.9503 -0.7662  -0.2205
C2 -1.1432 0.2407 0.5355  -0.2264
N2 -0.5696 -1.1470 0.4581  -0.6757
C3 0.8641 -1.3865 0.9245  -0.2244
C4 1.9805 -0.9837 -0.1518  -0.5380
S1 3.6387 -1.7056 0.3365  -0.7432
H1 -1.2385 3.1103 -0.9824  0.3506
H2 0.1358 2.2539 -0.9923  0.3576
H3 -1.1939 0.4996 -1.6536  0.1832
H4 -2.6179 1.2645 -0.8780  0.1617
H5 -0.4288 0.9019 1.2621  0.2074
H6 -2.0034 0.1474 1.0865  0.1714
H7 -0.7253 -1.6775 -0.3099  0.3462
H8 1.0624 -0.9970 1.9065  0.1878
H9 0.7667 -2.4491 1.1530  0.1873
H10 1.7100 -1.3718 -1.2283  0.1694
H11 2.0780 0.0678 -0.0704  0.1742

---

<ii>
Below is a gas-phase ion, C4H11N2S (charge -1), with properties calculated with ωB97M-V with the def2-TZVPD basis set.

## Properties
LUMO = 3.5 eV
charge = -1
SMILES string = C[C@H](C[S-])NCN
gap between HOMO and LUMO = 5.74 eV

Last column: natural (NBO) charge in e.
CARTESIAN COORDINATES (ANGSTROEM)
C1 0.7565 1.3896 -1.4662  -0.6230
C2 0.6082 0.4535 -0.2664  -0.0660
C3 1.7979 -0.4867 -0.1139  -0.5184
S1 3.2870 0.3641 0.5030  -0.7382
N1 -0.6669 -0.3229 -0.3472  -0.6328
C4 -1.3460 -0.3852 0.9441  -0.0540
N2 -2.0800 -1.6345 1.1560  -0.8516
H1 -0.2093 1.7970 -1.7620  0.1705
H2 1.4324 2.2050 -1.1946  0.2382
H3 1.2577 0.8948 -2.3021  0.2017
H4 0.5538 1.1011 0.6128  0.1661
H5 1.4839 -1.2596 0.5802  0.1797
H6 1.9952 -0.8913 -1.1117  0.1758
H7 -1.2427 0.2141 -0.9918  0.3332
H8 -2.0052 0.4872 1.0914  0.1300
H9 -0.5757 -0.3383 1.7102  0.1894
H10 -3.0417 -1.6268 0.8507  0.3449
H11 -2.0049 -1.9611 2.1075  0.3544

---

<iii>
Below is a gas-phase ion, C4H11N2S (charge -1), with properties calculated with ωB97M-V with the def2-TZVPD basis set.

## Properties
LUMO = 3.8 eV
charge = -1
SMILES string = NCNCCC[S-]
gap between HOMO and LUMO = 6.22 eV

Last column: natural (NBO) charge in e.
CARTESIAN COORDINATES (ANGSTROEM)
N1 -0.9557 2.0417 -0.8435  -0.9014
C1 -0.5126 1.0792 -1.8551  -0.0374
N2 0.2223 -0.0476 -1.3580  -0.6476
C2 -0.3183 -0.8317 -0.2396  -0.2558
C3 0.1338 -0.3447 1.1550  -0.4322
C4 1.0243 -1.3267 1.9172  -0.5306
S1 2.2706 -2.2118 0.9267  -0.7128
H1 -0.5287 1.9056 0.0599  0.3690
H2 -1.9415 2.2016 -0.7047  0.3503
H3 -1.3991 0.7063 -2.3758  0.1463
H4 0.1662 1.5989 -2.5309  0.1622
H5 1.2166 0.1083 -1.3083  0.3766
H6 -1.3938 -0.9092 -0.3933  0.1667
H7 0.1672 -1.7822 -0.3779  0.2485
H8 -0.7928 0.0042 1.6549  0.1739
H9 0.6763 0.6014 1.0668  0.1782
H10 1.5332 -0.7584 2.7075  0.1781
H11 0.4319 -2.0349 2.4992  0.1680

---

Which is most stable, and by how much? <ii>, by 14.6 kJ/mol.

---

<i>
Below is a gas-phase ion, C4H11N2S (charge -1), with properties calculated with ωB97M-V with the def2-TZVPD basis set.

## Properties
LUMO = 3.8 eV
charge = -1
SMILES string = CN[C@H](CN)C[S-]
gap between HOMO and LUMO = 6.32 eV

Last column: natural (NBO) charge in e.
CARTESIAN COORDINATES (ANGSTROEM)
C1 -0.0188 -1.4525 -1.9706  -0.4155
N1 0.7899 -0.6955 -0.9751  -0.6392
C2 -0.0857 0.0054 0.0418  -0.0931
C3 0.6027 1.3757 0.2806  -0.2146
N2 -0.4191 2.4533 0.5697  -0.8691
C4 -0.1653 -0.7602 1.3520  -0.5374
S1 -1.6700 -0.1932 2.3269  -0.7567
H1 -0.2059 -0.7927 -2.8163  0.1791
H2 0.6184 -2.2685 -2.3092  0.1770
H3 -0.9390 -1.8729 -1.5637  0.1765
H4 1.3474 -1.4019 -0.5092  0.3401
H5 -1.0438 0.1464 -0.4411  0.1970
H6 1.0722 1.6261 -0.6653  0.1795
H7 1.2892 1.4180 1.1239  0.1711
H8 -0.1730 2.8207 1.4748  0.3399
H9 -1.2868 1.9918 0.7933  0.3818
H10 0.6601 -0.5733 2.0309  0.1920
H11 -0.3725 -1.8267 1.2566  0.1918

---

<ii>
Below is 2 unconnected molecules or ions with the total composition C4H11N2S, with properties calculated with ωB97M-V with the def2-TZVPD basis set.

## Properties
LUMO = 3.8 eV
charge = -1
gap between HOMO and LUMO = 6.56 eV

Last column: natural (NBO) charge in e.
CARTESIAN COORDINATES (ANGSTROEM)
N1 -2.6020 -2.5106 -1.1305  -0.9547
C1 -1.5502 -1.8209 -1.4435  0.2439
C2 0.4797 1.4599 2.2140  -0.7361
S1 2.0616 0.9190 1.4365  -0.7314
C3 -0.8389 -0.9015 -0.5445  -0.2475
N2 0.2579 -0.1722 -1.1209  -0.6806
C4 -0.1023 1.2268 -1.3721  -0.4103
H1 -2.4005 -3.4621 -0.8600  0.3841
H2 0.3920 1.0771 3.2337  0.1767
H3 -0.9959 -1.9446 -2.3960  0.1364
H4 -0.3582 1.0049 1.6850  0.1669
H5 0.4792 2.5465 2.2400  0.1827
H6 -0.9743 -1.1480 0.5051  0.2336
H7 -1.8102 -0.3918 -1.0367  0.2511
H8 0.9831 -0.1901 -0.3973  0.4263
H9 -0.4577 1.7555 -0.4822  0.1824
H10 -0.9003 1.3004 -2.1138  0.1633
H11 0.8061 1.7214 -1.6904  0.2134

---

Which is most stable, and by how much? <i>, by 290.7 kJ/mol.